Entry 1:
Below is C11H3Cl5F5IN2Y as an isolated structure at a distorted geometry, with properties calculated with the ωB97M-V functional and the def2-TZVPD basis.

```
! RIJCOSX wB97M-V def2-TZVPD def2/J DEFGRID3
* xyz 1 1
F -4.2010 -0.4380 -2.7034
C 2.4985 0.2322 -1.6427
C -0.3930 0.0844 2.9068
Cl -0.7413 -1.9950 1.3004
C -3.4892 -0.0856 -1.6196
C -0.5133 1.9778 0.9615
F -4.1304 0.8365 -0.8697
C -0.6979 -0.2888 1.5748
C -3.1853 -1.2727 -0.8879
Cl -0.0312 1.8291 4.8999
F -0.0695 0.7995 -2.9689
C -0.0234 1.3709 3.2426
H 3.9413 -2.5695 -0.8796
I 5.4761 0.6659 -0.7152
Cl 0.8234 3.8206 2.3975
N 1.4565 -0.6197 -1.7333
F -3.5898 -2.4360 -1.4773
C -0.8184 0.6714 0.5868
Cl -0.6436 3.1790 -0.2436
H 2.4337 1.3415 -1.7560
C 0.0567 2.3081 2.2021
H 1.6348 -2.7415 -1.8949
Y -0.8433 -0.3693 -1.5257
C 3.6592 -0.3668 -1.1542
F -3.4655 -1.2101 0.4198
Cl -0.4657 -1.0824 4.1769
N 1.9750 -1.9052 -1.4255
C 3.3466 -1.7365 -1.1717
*
```

Kohn-Sham gap (spin up / spin down) = 4.83 / 4.74 eV
HOMO (spin up / spin down) = -11.75 / -11.75 eV

=====

Entry 2:
Below is one molecule with the formula C4H6O2 at a distorted geometry, with properties calculated with the ωB97M-V functional and the def2-TZVPD basis.

```
! RIJCOSX wB97M-V def2-TZVPD def2/J DEFGRID3
* xyz 0 1
H -0.2001 -0.1468 2.1323
H 1.8465 1.0765 -0.9674
H 0.0362 -1.4057 0.8391
C 0.1868 0.6765 0.2451
H 2.0004 -0.4306 -0.0309
C -0.3475 -0.4080 1.0501
C -1.6276 -0.3080 -0.2115
H -2.3679 0.5246 -0.2660
O -0.2456 1.8145 0.3618
H 0.9852 -0.4411 -1.4615
C 1.3220 0.1957 -0.6302
O -1.5883 -1.1475 -1.0609
*
```

energy relative to the best compared isomer or geometry (same formula, charge and spin) = 240.6 kJ/mol
SMILES = CC(=O)CC=O
Kohn-Sham gap = 9.81 eV
HOMO = -9.66 eV

=====

Entry 3:
Below is one molecule with the formula C4H10OSSi at a distorted geometry, with properties calculated with the ωB97M-V functional and the def2-TZVPD basis.

```
! RIJCOSX wB97M-V def2-TZVPD def2/J DEFGRID3
* xyz 0 1
C 2.0480 0.2472 0.2409
H -1.6168 -1.2013 0.1463
H -0.1963 2.8253 1.0859
C 2.7486 -1.0993 0.2061
H 3.8378 -1.0608 -0.1860
Si -0.4159 1.5546 0.3410
H -3.5677 -1.4549 -1.5623
S -2.3173 0.8322 1.1218
H 2.1692 -1.7931 -0.3636
O 0.6217 0.2694 0.3365
H -0.7504 2.1303 -1.0566
H 2.5678 0.8600 1.0306
H 2.8125 -1.7092 1.1128
H 2.1764 0.8251 -0.6411
C -3.4036 -0.6596 -0.9693
C -2.4450 -0.5517 -0.1038
H -4.2689 -0.0143 -0.7392
*
```

energy relative to the best compared isomer or geometry (same formula, charge and spin) = 133.8 kJ/mol
SMILES = C=CS[SiH2]OCC
Kohn-Sham gap = 9.86 eV
HOMO = -9.01 eV